1.
Here is C6H8 in the gas phase from the OMol25 dataset. Energies are from ωB97M-V/def2-TZVPD.

orbital gap (spin up / spin down): 8.43 / 8.43 eV
E_HOMO (spin up / spin down): -8.95 / -8.95 eV
ΔE to the lowest compared entry with this formula, charge and spin: 116.0 kcal/mol

ORCA input file:
```
! wB97M-V def2-TZVPD RIJCOSX def2/J DEFGRID3
* xyz 0 1
H -1.87578 -3.02344 -1.45717
H -0.29325 -0.38946 1.47966
H 1.41832 -0.18441 -1.04738
H -0.81456 1.30652 -1.02177
C 1.27704 -0.10295 0.04144
H -1.97093 1.08679 0.30911
C -0.85478 -1.35096 -0.30702
H 2.45439 1.64463 0.02476
C -1.39252 -2.23754 -0.92003
C 1.82206 1.08427 0.74513
H -0.41922 1.90214 0.61247
C -0.90970 1.09683 0.04956
H 1.82873 -0.94400 0.50449
C -0.22161 -0.23116 0.39738
*
```



2.
Here is C32H50INO6S3 in the gas phase from the OMol25 dataset. Energies are from ωB97M-V/def2-TZVPD.

orbital gap: 7.49 eV
E_HOMO: -8.35 eV

ORCA input file:
```
! wB97M-V def2-TZVPD RIJCOSX def2/J DEFGRID3
* xyz 0 1
C 1.22365 0.92535 -1.07039
C 0.05551 -1.68500 0.49291
I 1.25778 6.83784 -0.25232
C -5.50129 -0.50724 -2.23532
H -6.82640 1.32716 -4.89186
H -0.43884 2.38552 1.78657
H 5.25638 1.03866 -3.06485
H -0.93049 4.99849 0.16502
H 0.21005 4.49196 -1.34730
H 0.16573 -4.07317 -0.65160
H -6.12511 -0.25125 -1.27385
C -4.59169 1.40298 -4.43706
C -1.98644 -0.97145 5.86400
C -0.41965 -0.12949 0.69327
C -4.08431 0.32313 -2.21429
H -3.63985 1.77385 6.45344
H 4.20072 1.01914 2.16380
C 1.00032 3.75020 0.66743
H 2.02645 3.61859 0.12242
H -1.02379 1.31729 -1.78309
H 5.74614 2.47529 -1.94878
O -1.68744 -5.10130 -0.37662
H -2.84573 -1.46150 6.49072
H -2.08729 -2.34110 -0.22777
H -0.89615 -0.09202 1.78790
H 0.56694 -1.92913 -0.52735
O 0.84903 -2.04557 1.69217
C 4.22506 1.81960 0.06676
H 1.65088 -1.72629 4.66863
C -6.13222 1.12170 -3.94567
C 0.17394 4.89583 -0.22879
H -0.98142 -1.18812 -2.07607
H -4.44323 1.03105 -5.55440
H -1.63601 -2.68238 1.66521
C 2.05171 0.72477 1.57029
C 0.82742 0.97849 0.51682
H -3.21812 -0.24708 -1.62560
N -3.56146 0.69425 -3.58451
C 1.69619 1.13672 3.14825
S 2.34311 -1.16006 1.60295
O 3.01004 -1.71946 0.31504
O 3.35246 -1.57783 2.74279
H 7.76629 0.92941 -3.10234
C -0.84535 1.17173 4.26156
H -3.40751 2.28462 4.56024
C -1.02498 -5.84799 -1.49482
H 1.18839 -6.56109 -0.95731
H 2.72241 1.09784 3.76082
H 7.20790 -0.53643 -1.98155
H 1.80249 1.94618 -1.29393
C -3.48711 1.39805 5.35425
C 0.13640 -6.98856 -1.28302
H -0.15429 -7.84672 -0.53167
S -3.73041 -1.82259 -4.95883
C 3.43005 1.53510 1.40501
C 7.26436 0.63833 -2.06593
H -4.26511 1.32976 -1.62181
C -2.08760 0.50731 5.15783
H 0.78908 -1.09654 -2.90260
C 4.81774 0.59068 -0.82513
H 4.03543 -0.05415 -1.40375
H -0.08633 -4.66004 1.12115
H 5.21789 2.40309 0.41149
C -1.28321 -2.68830 0.55008
C -0.27812 -0.57338 -2.81456
C 0.04048 2.43774 0.72259
H 1.19547 4.25323 1.70537
H 1.86703 -0.02796 -1.28905
H -4.35472 0.69137 4.96411
H -0.83510 2.60011 -0.03865
C -0.54877 -1.77234 5.63724
C 5.75969 1.29816 -2.01372
H -4.43261 2.58174 -4.38045
H 1.42946 2.30104 3.12575
H -1.37146 0.16769 0.03446
H 7.88204 1.13288 -1.20189
C -0.67045 -4.20262 0.19088
H -6.46766 1.88374 -3.11468
O -6.32839 -0.26784 -3.43129
H 0.31562 1.63295 -3.07366
H -0.44433 -2.83403 6.17225
C 0.60180 0.36794 3.98924
H -5.26171 -1.67100 -2.22508
H 5.48408 -0.16981 -0.19231
H 3.25659 2.61198 1.90510
O -1.42107 -5.62254 -2.77785
H 3.76041 2.60170 -0.70828
C 0.66703 -1.10362 4.74391
H -1.07034 2.25365 3.85598
H 0.33259 -7.53299 -2.32719
C -2.91604 -0.47409 -4.30052
S -1.04306 -0.42468 -4.51922
C 0.01246 0.93281 -2.15713
*
```



3.
Here is a molecular structure, C28H40BInN9OS5 from the OMol25 dataset. Energies are from ωB97M-V/def2-TZVPD.

orbital gap: 6.54 eV
E_HOMO: -4.32 eV
ΔE to the lowest compared entry with this formula, charge and spin: 66.7 kcal/mol

ORCA input file:
```
! wB97M-V def2-TZVPD RIJCOSX def2/J DEFGRID3
* xyz -1 1
C 1.54002 4.33337 -2.49247
H -0.37848 2.34646 -2.90402
H 0.91009 3.30480 3.24511
C -0.00152 -1.00817 -6.65603
C 1.40067 -0.17985 -4.87831
C 1.74918 -5.09272 2.84893
H -4.32338 -3.21158 -0.94309
H 0.39864 -5.44474 0.59954
H 3.01102 -5.54055 0.56777
C 3.02172 -4.47892 0.82387
C -2.42185 -2.47876 -1.22081
C 0.52494 2.24713 -3.50248
C -1.24767 2.93338 3.33145
S 1.97129 0.06387 -3.24303
H 2.72797 3.18669 -4.63157
H 3.14627 1.62796 -3.90985
H -3.65301 0.91932 4.83693
H 3.06540 -3.89755 -0.09348
O -1.22434 -2.75509 -1.22043
N 0.14618 1.42005 2.54944
H 1.79132 -3.07592 4.26977
H -5.01610 1.96568 4.39190
C 2.94639 2.68010 -3.69150
S 1.93951 -1.44793 -0.33472
N 1.80524 1.33341 0.52573
C -3.86292 3.17161 2.20455
C 1.76971 -4.15734 1.63928
C -1.09275 0.85772 2.46742
C 1.76471 -1.58926 1.38149
N -1.96370 1.81224 2.91271
H 0.70212 1.18919 -3.71251
S -0.82077 -1.65458 -4.17376
H 2.63809 -4.97713 3.47158
H -3.89289 -0.94065 -1.04127
H 1.39785 4.86793 -3.43490
C 0.29868 -0.87520 -5.24815
C 2.23218 0.42908 -5.88822
H 1.68900 -0.35514 4.34850
H -3.77570 0.67385 1.11862
C 3.09517 1.09317 0.07983
C 0.49156 -4.38214 0.83855
H 4.03300 1.50100 -1.84336
C -3.92895 1.86086 4.35864
H 3.91875 -4.27229 1.41283
H 0.49074 -3.81504 -0.08637
H 3.84152 3.13647 -3.26586
N 1.80569 -2.73484 2.12056
H -0.37559 -4.06926 1.42478
N 2.91095 0.93598 -6.66741
H -3.91044 -0.24722 2.61128
H 3.81137 0.56317 0.68367
C -3.45069 1.86713 2.90638
H -1.80925 0.04648 -0.06745
N -0.25867 -1.13816 -7.77005
H -1.71829 3.81105 3.73098
H -3.03631 -4.36544 -0.77229
C 1.11880 2.01467 -0.43513
H 0.85785 -4.94747 3.46122
C -4.11481 0.71818 2.15471
H 2.34743 1.51685 2.69309
N 1.72506 -0.56583 2.21497
H -5.19010 0.91065 2.17109
H 1.73509 -6.11515 2.47251
C 0.04428 2.68453 3.09663
C -1.91459 -0.02070 -1.14772
C 1.78323 -2.37080 3.46465
H -2.17075 0.95881 -1.54769
H 2.42630 4.73358 -1.99395
S -0.45953 2.63853 -0.34074
H -3.31677 3.27424 1.26544
H -4.93241 3.14491 1.99059
C 1.73086 2.84494 -2.78090
S -1.44171 -0.74334 2.01317
H 0.38703 2.76927 -4.45234
C -2.92729 -1.08787 -1.53622
C 3.20738 1.56608 -1.16396
In -0.01040 -0.69945 -1.90430
B 1.51312 0.96961 1.99753
N 1.97304 2.11367 -1.50632
H -3.48675 2.68048 4.92757
H -3.66714 4.05421 2.81371
H 0.67257 4.49572 -1.85503
H -3.10704 -1.07544 -2.61632
C 1.73926 -1.02553 3.50908
N -3.34570 -3.43101 -0.97402
*
```



4.
Here is C5H14N2 in the gas phase from the OMol25 dataset. Energies are from ωB97M-V/def2-TZVPD.

orbital gap: 9.81 eV
E_HOMO: -8.74 eV
ΔE to the lowest compared entry with this formula, charge and spin: 21.8 kcal/mol
structure (SMILES): CNCCCCN

ORCA input file:
```
! wB97M-V def2-TZVPD RIJCOSX def2/J DEFGRID3
* xyz 0 1
C 0.93499 1.05525 1.80216
C -0.38754 0.67431 -1.13472
H 0.34057 -1.95027 0.37097
H 1.67990 1.23806 -1.43387
H -0.66487 1.18284 -2.05715
H -1.20345 0.91050 -0.44093
H -1.22344 -0.64994 1.44897
H 0.73571 2.34294 -0.45869
H 1.43126 -0.32961 0.40189
H 0.77024 0.18557 2.44633
C -0.38118 -0.84427 -1.38644
C 0.91727 1.29250 -0.66279
H -0.01661 1.57035 1.66246
N 1.53921 0.66813 0.53193
N -1.59571 -1.34449 0.81241
H 1.61918 1.69459 2.37249
H -0.83072 -2.73849 -0.55441
C -0.59912 -1.75107 -0.15447
H -2.44931 -1.02762 0.37359
H -1.18242 -1.05210 -2.10269
H 0.56605 -1.12717 -1.83706
*
```



5.
Here is C18H15FN2O4 in the gas phase from the OMol25 dataset. Energies are from ωB97M-V/def2-TZVPD.

orbital gap: 8.32 eV
E_HOMO: -8.73 eV
ΔE to the lowest compared entry with this formula, charge and spin: 0.0 kcal/mol
structure (SMILES): C=C(C)c1cc2c(=O)c3cc(C(=O)OCC)c(N)nc3oc2cc1F

ORCA input file:
```
! wB97M-V def2-TZVPD RIJCOSX def2/J DEFGRID3
* xyz 0 1
H 0.07764 1.70889 -7.20711
C -1.38703 -0.23045 1.32744
C 1.26740 0.96608 -5.54721
H 0.00118 0.32867 4.96780
N 0.74001 0.23581 4.26034
C 0.86141 0.53145 0.88640
H 1.76673 -0.00852 -7.33478
C 2.17710 0.10412 -6.36217
C -0.64678 0.27002 -1.00087
H -2.79068 -3.38544 6.82156
C -0.41452 0.16256 0.41045
H -1.62818 -3.34095 5.45831
H 3.71271 1.53916 -1.65555
H -0.43657 2.29620 -5.53607
N 1.20411 0.47183 2.17967
O -3.17343 -1.05055 3.24741
H -2.38885 -0.58098 0.92353
O -1.67655 -0.82488 4.96264
O -1.74865 0.07023 -1.49817
F 3.80334 1.54118 -4.26167
H -3.58999 -1.03506 5.77927
H 2.26474 -0.89656 -5.91720
H -2.24970 -1.10626 6.92177
C 1.68280 1.00688 -1.27204
C 2.77428 1.31219 -2.11283
C -1.04169 -0.29864 2.66869
H -0.58565 0.53403 -3.73043
H -3.38549 -3.20245 5.14171
C -2.59893 -2.92237 5.82890
C 0.48213 0.68542 -1.85023
H 3.15452 0.58750 -6.45637
C -2.04197 -0.74841 3.66118
C -2.57758 -1.41059 5.91264
O 1.89772 0.93891 0.06063
C 0.20860 1.65893 -6.12164
C 2.70127 1.29667 -3.50728
C 1.45926 1.03564 -4.07942
C 0.34741 0.77796 -3.24967
H 1.54200 0.87448 4.26205
C 0.23586 0.10732 3.01833
*
```



| no. | E_tot (Eh) |
| --- | --- |
| 1 | -233.202198 |
| 2 | -3246.908427 |
| 3 | -3865.128720 |
| 4 | -308.388385 |
| 5 | -1205.272670 |